# 1
A single C17H24N4O molecule, computed with ωB97M-V with the def2-TZVPD basis set.

The geometry in XYZ format:
```
46
Properties=species:S:1:pos:R:3:forces:R:3:lowdin_charge:R:1
O 2.78852 2.73432 -0.04769 -0.1238 -0.5705 1.3968 0.060
N -2.48642 -0.62676 -1.75553 2.9394 -0.3167 2.1907 -0.225
N -2.39691 -3.56182 1.17396 -1.3391 -1.8258 0.7021 -0.018
N -0.50920 0.87755 -3.10392 -1.3985 -0.0507 0.0099 0.003
N 2.53219 1.52367 1.91278 0.0566 0.7572 -0.8970 0.107
C 2.99749 -1.68327 0.11036 -1.1170 -1.1354 -0.5501 -0.053
C -0.13707 -0.45717 -2.63944 -1.2527 0.9360 1.4725 -0.253
C -1.96304 -1.52091 0.45364 0.5924 0.2947 0.2023 -0.154
C 3.25048 -0.42711 0.65659 0.8648 -0.2231 -0.9060 -0.045
C 0.67955 -1.57044 0.78359 0.0603 0.4859 0.4409 -0.193
C -2.22156 -0.17145 -0.29645 -0.2675 -3.5800 -0.3612 -0.074
C 1.68686 -2.31835 0.16089 2.5432 4.1741 1.3950 -0.008
C -3.63754 -0.26863 -2.45817 -1.2626 1.8727 2.8142 -0.128
C 2.76417 4.03505 1.93881 0.1220 -2.1607 3.1416 -0.169
C 0.92351 -0.29037 1.41210 3.1764 -1.6605 -1.5403 0.067
C -1.02396 -3.43342 1.24846 0.3229 0.1366 -0.0640 -0.074
C 2.70744 2.71362 1.17837 -0.0314 -0.0775 -0.6943 -0.434
C 1.37847 4.57032 2.36256 1.8792 -1.6202 -2.5052 -0.057
C -2.99999 -2.40869 0.76597 0.9468 1.2411 -1.1514 -0.089
C -1.38120 -1.32927 -2.49207 -0.8670 1.9808 0.0963 -0.153
C -0.65894 -2.17135 0.77603 -3.2285 0.0277 0.7287 -0.157
C 2.24635 0.27118 1.31901 -1.5774 -1.0116 -0.5996 -0.244
H 3.42191 3.95776 2.86869 -0.9769 -0.4662 -0.7041 0.133
H 1.48537 -3.27321 -0.18879 -0.2329 -1.4960 -0.8851 0.084
H -1.75805 -1.70196 -3.41960 -0.6615 0.7793 -1.2286 0.105
H 3.83042 -2.15163 -0.44907 -0.6652 0.0698 0.5076 0.104
H 4.28378 -0.00579 0.47731 -1.4561 -0.2693 0.5201 0.136
H -2.98759 -4.42756 1.29550 1.5672 1.4124 0.1132 0.174
H -4.10462 -2.28281 0.58252 1.5498 -0.4208 0.2917 0.138
H 0.73242 4.39200 1.50948 -0.4050 0.8507 -0.0633 0.087
H 3.34119 4.69740 1.43105 1.1657 1.9361 -2.3421 0.067
H -3.05349 0.22780 0.31057 -0.2431 0.2399 -1.3349 0.115
H -0.38779 -4.17662 1.76303 -0.6387 0.4108 -0.6269 0.128
H 0.25072 0.13449 2.09822 -1.1906 0.6184 0.3200 0.100
H -4.47153 -0.20501 -1.65745 0.6223 -0.3703 -1.7307 0.113
H -3.56731 0.70655 -2.91051 -0.2301 0.8482 -0.4562 0.061
H 0.22555 1.50573 -2.84362 0.2066 0.5557 0.0865 0.052
H 0.28401 -0.35738 -1.64022 0.2530 -0.2616 0.3466 0.083
H -1.15193 -2.28013 -2.13718 0.7601 -1.5433 1.9557 0.084
H 1.11671 3.86519 3.06862 -1.2337 -0.8010 2.1056 0.039
H 1.55875 5.54736 2.69212 -0.6366 1.4044 0.5553 0.062
H -1.38103 1.15202 -2.59154 1.2343 -0.1926 -0.5978 0.065
H -1.38385 0.48168 -0.13015 0.4972 0.4734 -0.4709 0.082
H 0.64040 -0.83610 -3.23858 0.7266 -0.8725 -1.0225 0.094
H 2.28399 1.49868 2.87375 0.0040 0.8986 0.7573 0.129
H -3.74721 -0.95513 -3.22397 -1.0549 -1.4782 -1.4185 0.054
```
Positions in Å, forces in eV/Å.

Results
Energy relative to the best compared isomer or geometry (same formula, charge and spin) ... 1.0774 eV
SMILES string ... CCC(=O)Nc1cccc(-c2c[nH]cc2CN(C)CCN)c1

# 2
C17H24N4O3 as an isolated structure, computed with ωB97M-V with the def2-TZVPD basis set.

The geometry in XYZ format:
```
48
Properties=species:S:1:pos:R:3:forces:R:3:lowdin_charge:R:1
O 0.46337 -1.16154 -0.66917 3.2594 3.8507 0.4896 -0.028
O -0.64906 3.62630 -0.70245 -0.3081 -1.4005 -0.1777 0.105
O -2.61184 2.65102 -0.78456 -4.2583 -0.5306 -0.9428 0.112
N 0.42444 1.15653 -0.65240 6.0772 0.2152 2.2866 0.055
N 7.95800 -0.27247 -0.35512 1.3184 -0.7474 0.3966 -0.154
N 3.06088 1.43921 -0.61288 3.0596 0.0085 2.5742 -0.011
N -5.03531 0.34249 1.16882 -2.9254 -4.3840 -3.1108 0.097
C -2.55006 -1.87818 -0.32455 1.1068 3.0639 3.0814 -0.025
C 2.67908 0.04578 -0.14646 0.0483 2.1607 -0.8319 -0.297
C 6.95264 -1.44848 -0.07090 1.9010 -1.3531 0.0555 -0.241
C -0.91676 1.14070 -0.38514 -1.9520 1.0897 -3.8985 -0.300
C 3.39495 -0.16303 1.21075 -3.5569 0.9042 3.6091 -0.220
C -2.77892 0.36825 0.88984 -6.2143 1.1698 1.3531 -0.235
C 4.85514 -0.38568 1.28885 3.4770 -1.8375 2.0618 -0.294
C -1.32644 2.61621 -0.70920 0.7580 -0.7500 1.3945 -0.500
C -3.96999 0.96557 1.43451 6.8257 1.1764 0.3121 -0.089
C -1.42004 0.72546 0.95772 1.9455 -4.2180 -0.6355 -0.096
C 5.29157 -1.16247 0.15112 3.1290 0.2565 -5.2564 -0.244
C -5.43037 -1.77540 -0.35208 1.3942 -1.6710 -0.6763 -0.007
C 1.12160 -0.05478 -0.51962 -2.4586 -2.2125 1.1883 -0.282
C -4.61751 -2.85250 -0.82256 -2.9834 -0.9182 -0.9590 -0.104
C -3.30170 -0.76089 0.24531 0.6749 -1.7008 -1.4789 -0.135
C -4.71414 -0.77641 0.32654 0.2683 0.6561 0.4942 -0.150
C -3.24735 -2.95154 -0.65832 1.2583 -1.9555 -0.4084 -0.145
H -6.49618 -1.80224 -0.57002 0.2361 0.1727 0.3383 0.101
H -3.12793 1.73949 -0.76890 1.9719 2.3066 0.2378 0.173
H 0.96209 2.06982 -0.25264 -1.3163 -2.8764 -1.6167 0.198
H 4.82443 -0.63785 -0.74897 1.8567 0.0608 0.4825 0.102
H 8.11344 0.55424 0.44243 -0.1518 -3.5784 -2.5604 0.106
H 7.35704 -2.21609 -0.95607 -2.2094 1.9858 1.8008 0.128
H -1.15829 1.34783 1.74080 0.7238 1.2968 1.5505 0.121
H 2.91747 -1.03015 1.64983 -0.1159 -0.5640 0.1152 0.114
H 7.37314 -2.09503 0.81706 -1.2257 1.3902 -0.9946 0.090
H 8.92214 -0.84491 -0.78460 -3.4538 2.8344 2.3322 0.133
H 4.76995 -2.04599 -0.09396 -0.2969 -1.9085 0.8803 0.089
H -1.42245 0.49068 -1.24173 0.7669 1.0935 1.8795 0.202
H 3.42261 1.41325 -1.62447 0.0099 0.4328 2.3802 0.102
H -2.59358 -3.86373 -0.71297 -1.4383 0.5011 -0.6907 0.130
H 3.10970 -0.77943 -0.67078 0.0221 -0.2499 -1.2228 0.090
H 5.33000 -1.06042 2.19857 -2.0303 1.9328 -1.3085 0.178
H -5.91971 0.62382 1.48302 -1.2289 0.1189 0.2181 0.148
H 3.14927 0.61623 2.04265 -0.0296 -0.7219 -1.7154 0.145
H -1.44949 -1.92516 -0.09385 -1.2928 0.1520 -0.7726 0.104
H 3.86927 1.84459 0.37221 -2.7378 -1.3555 -4.9358 0.228
H -1.04151 -0.38816 1.10543 0.5584 2.4492 0.1603 0.166
H -5.06353 -3.70949 -1.43362 0.1099 1.3600 1.2016 0.120
H -3.97983 1.72080 2.14025 -0.0203 1.7252 1.0610 0.118
H 5.52580 0.47561 1.27597 -0.5525 0.5693 0.2583 0.098
```
Positions in Å, forces in eV/Å.

Results
Energy relative to the best compared isomer or geometry (same formula, charge and spin) ... 9.5558 eV

# 3
A single C17H24N4O4S molecule, computed with ωB97M-V with the def2-TZVPD basis set.

The geometry in XYZ format:
```
50
Properties=species:S:1:pos:R:3:forces:R:3:lowdin_charge:R:1
S -1.02165 1.38744 1.05492 0.6613 -0.2292 0.0602 0.738
O -1.66076 1.18420 2.31402 -0.2748 -0.2808 -0.0064 -0.255
O -0.85272 -1.54471 1.13773 -0.1050 -0.1426 0.1099 0.058
O -0.62972 2.75756 0.75529 -0.0967 -0.0766 -0.2017 -0.309
O 3.61656 -2.02633 0.59567 0.1685 -0.2186 -0.0306 0.087
N 1.39469 -1.78973 0.91824 -0.1149 -0.1487 0.0899 0.036
N -2.00339 0.82510 -0.17486 0.6512 0.2107 0.6596 -0.216
N 1.93472 2.24956 0.81045 0.2340 -0.0615 -0.0321 0.200
N 2.78625 0.08402 0.69746 -0.1106 0.2588 0.0947 0.029
C 2.03347 0.98410 -2.50958 0.1083 0.0108 -0.0855 -0.093
C 1.26356 -3.23525 0.96950 -0.0518 -0.2325 0.0191 0.005
C 1.07472 -1.20063 -2.30715 -0.1154 -0.0968 -0.0216 -0.070
C -0.27579 0.74458 -1.87785 0.1651 0.0400 -0.4082 -0.221
C -3.92012 -1.59540 0.12822 -0.0770 0.0122 -0.3251 -0.260
C 0.81806 1.54994 -2.16029 -0.1923 -0.0391 -0.1039 -0.050
C -4.19454 -0.26014 -0.55768 0.2794 -0.0092 0.3322 -0.191
C -0.14085 -0.63680 -1.96632 0.0148 0.0862 -0.2054 -0.032
C 4.12726 0.60887 0.53349 0.2568 -0.0669 0.0015 -0.007
C -1.59327 1.33872 -1.46997 0.1404 0.2655 -0.3268 -0.154
C 2.16734 -0.39180 -2.57592 0.1216 0.0662 -0.0206 -0.086
C 0.22992 -1.01017 1.02081 0.3139 -0.1576 0.0634 -0.438
C -3.42917 0.88855 0.09811 -0.6353 0.0230 0.1803 -0.202
C 2.65343 -1.30447 0.72728 -0.0848 0.0877 -0.0333 -0.456
C -4.52518 -2.76224 -0.64306 0.0816 0.1514 0.2154 -0.112
C 0.45359 0.39374 0.95538 -1.2431 0.6400 0.1156 -0.136
C 1.71327 0.92845 0.80665 0.0417 0.1132 0.1414 -0.286
H -3.92106 -0.33043 -1.61334 -0.0693 0.0159 -0.1128 0.102
H 2.87642 1.62130 -2.73850 0.0770 0.0529 -0.0184 0.103
H -0.99347 -1.26144 -1.74944 -0.1193 -0.1281 0.0863 0.121
H -3.52942 0.82349 1.18163 -0.2364 0.0530 -0.0797 0.112
H 4.39358 1.25095 1.37367 -0.0056 0.0284 -0.0194 0.102
H 1.08544 2.81792 0.79592 0.2634 0.0621 -0.0263 0.073
H 2.80918 2.62709 0.49508 -0.0110 -0.0503 0.0135 0.105
H -2.84395 -1.72620 0.23013 -0.0341 -0.0151 0.0630 0.076
H -2.36003 1.05991 -2.19748 0.0131 0.0118 0.1292 0.132
H -5.26183 -0.03054 -0.50992 -0.0227 0.0397 -0.0903 0.117
H -4.09850 -2.82739 -1.64235 0.0244 -0.0398 -0.1289 0.067
H 3.11643 -0.83451 -2.83900 0.0939 -0.0460 -0.0276 0.108
H 4.79864 -0.24884 0.50857 -0.0679 0.2010 -0.0076 0.095
H 0.20759 -3.45777 1.10302 0.1311 -0.0068 -0.0170 0.091
H -3.83290 1.85642 -0.23386 0.0514 -0.0524 0.0892 0.129
H 1.84495 -3.62970 1.80209 -0.0134 -0.0217 -0.0535 0.101
H -1.52094 2.43488 -1.43674 -0.0876 -0.1454 -0.1761 0.122
H 4.21629 1.15459 -0.40736 0.0003 0.0277 -0.0141 0.090
H 1.17256 -2.27407 -2.37104 0.0036 -0.1226 0.0067 0.109
H -5.60286 -2.64171 -0.74134 -0.1232 -0.0520 -0.0563 0.069
H 1.63539 -3.67398 0.04420 -0.0055 -0.0214 0.0302 0.095
H 0.71640 2.62394 -2.10153 -0.0221 0.1243 0.0337 0.117
H -4.33803 -1.56915 1.13584 0.0474 0.0273 0.1053 0.116
H -4.33119 -3.69947 -0.12773 -0.0244 -0.1482 -0.0110 0.067
```
Positions in Å, forces in eV/Å.

Results
Energy relative to the best compared isomer or geometry (same formula, charge and spin) ... 0.0000 eV
SMILES string ... CCCCN(Cc1ccccc1)S(=O)(=O)c1c(N)n(C)c(=O)n(C)c1=O

# 4
A single C17H24N4O4S2 molecule, computed with ωB97M-V with the def2-TZVPD basis set.

The geometry in XYZ format:
```
51
Properties=species:S:1:pos:R:3:forces:R:3:lowdin_charge:R:1
S -7.60833 1.94806 -1.75535 0.0360 0.1076 -0.0473 0.807
S 3.45883 -1.18165 2.13493 0.0617 0.2796 -0.1150 0.661
O 3.43019 -0.77245 3.50747 -0.1347 0.2584 -0.1123 -0.275
O 3.61824 -2.56887 1.82025 -0.0403 0.0664 -0.3389 -0.267
O -1.95684 1.93459 -0.41496 0.0451 0.1309 0.1283 0.127
O -4.10868 1.27960 -1.88648 0.2035 0.0913 0.1742 0.160
N 4.65670 -0.33073 1.38451 -0.7751 -0.6366 0.6252 -0.261
N -2.38321 -0.17498 -1.15038 0.2239 0.1219 0.1317 0.189
N -5.30860 -0.20813 -2.96204 -0.8592 0.9480 -0.5317 0.077
N -4.23890 -0.84374 -2.43922 1.3577 -0.3814 0.7792 0.095
C -3.55337 0.06268 -1.81157 -0.7415 -0.4315 -0.5643 -0.365
C 5.13640 -0.78494 0.09717 0.0989 -0.7359 -0.3890 -0.196
C 7.37337 -1.66594 0.98915 -0.1764 -0.1390 0.0461 -0.248
C 1.49309 -1.25651 0.20766 0.0679 -0.1706 -0.0630 -0.044
C 4.14828 2.06963 0.91238 0.1505 -0.1930 0.1022 -0.059
C -5.22032 1.03840 -2.62932 -0.0846 -0.6890 -0.4620 -0.415
C -8.36463 0.45763 -2.45485 0.2684 0.3421 0.0312 -0.401
C 4.86744 1.03955 1.78354 -0.1337 0.6315 0.2255 -0.247
C -0.39164 0.23318 0.13811 0.3756 0.0147 0.2038 -0.124
C 1.21522 0.41217 1.92166 -0.0748 0.0380 0.1087 -0.052
C -1.63088 0.77717 -0.48602 -0.0554 -0.2327 -0.1170 -0.403
C 0.33223 -0.82345 -0.41075 -0.0870 0.1823 0.1178 -0.008
C 7.19578 -1.82843 2.49476 0.1457 0.0948 -0.1082 -0.100
C -6.18692 2.11004 -2.90676 -0.4785 -0.0061 0.4796 -0.388
C 0.05980 0.85259 1.30336 -0.0353 -0.0685 -0.1366 0.012
C 6.09682 -1.97320 0.20137 0.1291 0.2436 -0.1184 -0.193
C 1.92450 -0.63630 1.36489 0.4713 -0.2450 0.2506 -0.249
H 4.51280 1.10199 2.81327 0.2235 0.2001 -0.0281 0.109
H 0.01622 -1.29311 -1.33090 -0.0158 -0.0564 -0.0763 0.117
H 5.57285 -2.80499 0.66991 0.0426 -0.0649 -0.1413 0.093
H -0.51178 1.67370 1.70850 -0.0302 0.0664 0.0333 0.127
H 1.57340 0.85535 2.83748 -0.0324 0.1036 0.1133 0.121
H 8.12194 -1.58732 3.01303 0.0441 -0.0114 0.1204 0.070
H 6.40587 -1.18472 2.86956 0.0179 0.0254 0.1369 0.053
H -5.74167 3.08293 -2.71291 -0.0242 0.0267 -0.1309 0.086
H -2.11161 -1.14748 -1.13811 -0.0473 0.1291 0.0489 0.150
H 6.35904 -2.26098 -0.81982 -0.0499 -0.0454 -0.0287 0.112
H 4.28403 -1.06681 -0.53290 0.1041 0.1191 -0.1470 0.114
H 6.92693 -2.85542 2.72922 -0.0407 -0.1145 0.0813 0.079
H 4.33190 3.06575 1.30619 0.0038 0.1327 -0.0070 0.079
H 5.64916 0.05122 -0.38424 -0.1171 0.0204 0.0498 0.124
H 5.94394 1.24137 1.77774 -0.0509 -0.0947 0.0841 0.124
H -8.83528 0.70214 -3.40310 -0.0758 -0.0923 -0.0725 0.034
H -9.11013 0.12000 -1.74305 -0.0723 -0.0523 0.0404 0.029
H -7.59318 -0.29691 -2.58966 -0.1364 -0.1044 0.0042 0.014
H 2.05911 -2.08818 -0.18104 0.0051 -0.1040 -0.1076 0.114
H 7.70703 -0.65023 0.76170 0.1067 0.0394 -0.0686 0.101
H 8.16015 -2.34809 0.65785 0.0387 0.0935 -0.0305 0.103
H 4.51121 2.03550 -0.11247 0.0049 0.0438 -0.1144 0.071
H 3.07595 1.89176 0.90272 -0.0448 0.0587 -0.0337 0.057
H -6.57115 2.04350 -3.92297 0.1876 0.0598 -0.0265 0.090
```
Positions in Å, forces in eV/Å.

Results
Energy relative to the best compared isomer or geometry (same formula, charge and spin) ... 2.0500 eV
SMILES string ... CCCCN(CC)S(=O)(=O)c1ccc(C(=O)Nc2nnc(CSC)o2)cc1